Here is a 3-piece molecular cluster, C40H74BBrIN7O8P overall in a non-equilibrium geometry from OMol25. Energies are from ωB97M-V with the def2-TZVPD basis set.

Last columns: bonded neighbours and bond lengths (Å).
Cartesian coordinates (Å):
1 C -5.5529 0.7516 4.6350  C2 1.640, H42 1.170, H43 1.194, H44 1.192
2 C -4.7922 -0.5369 3.9642  C1 1.640, O3 1.471, H45 1.171, H46 1.194
3 O -5.6821 -1.5653 3.4038  C2 1.471, B4 1.480
4 B -6.2448 -1.1651 2.0943  O3 1.480, O5 1.506, N6 1.548
5 O -7.4998 -0.3349 2.1586  B4 1.506, H47 1.007
6 N -5.6542 -1.5890 0.7272  B4 1.548, C7 1.512, C9 1.401
7 C -5.5767 -3.0783 0.4783  N6 1.512, N8 1.512, H48 1.176, H49 1.193
8 N -4.8765 -3.8772 1.5545  C7 1.512, H50 1.049, H51 1.046
9 C -5.2376 -0.6048 -0.1793  N6 1.401, N10 1.501, N37 1.497
10 N -5.3569 0.8165 0.2886  C9 1.501, C11 1.491, H52 1.048
11 C -4.2161 1.7087 -0.0651  N10 1.491, Br12 2.041, C13 1.629, H53 1.194
12 Br -3.3099 2.1892 1.6996  C11 2.041
13 C -3.0758 1.1384 -1.0789  C11 1.629, C14 1.638, C26 1.637, H54 1.196
14 C -2.8488 2.2765 -2.2350  C13 1.638, O15 1.469, H55 1.167, H56 1.195
15 O -1.5015 2.3322 -2.8174  C14 1.469, C16 1.467
16 C -0.6091 3.2604 -2.1146  O15 1.467, C17 1.663, C22 1.639
17 C 0.6396 2.5753 -1.2555  C16 1.663, C18 1.639, H57 1.185
18 C 1.7355 3.5060 -0.4680  C17 1.639, C19 1.651, C20 1.640
19 C 2.9732 2.7466 0.3165  C18 1.651, H58 1.189, H59 1.170, H60 1.194
20 C 1.6092 5.1411 -0.5087  C18 1.640, C21 1.643, H61 1.180
21 C 0.3595 5.7883 -1.3567  C20 1.643, C22 1.645, H62 1.190
22 C -0.7483 4.8917 -2.1777  C16 1.639, C21 1.645, C23 1.638
23 C -1.9291 5.6819 -2.9934  C22 1.638, C24 1.673, C25 1.639, H63 1.194
24 C -3.2338 6.0814 -2.0251  C23 1.673, H64 1.188, H65 1.193, H66 1.170
25 C -2.4016 4.9806 -4.3979  C23 1.639, H67 1.193, H68 1.173, H69 1.194
26 C -3.2678 -0.4014 -1.6004  C13 1.637, C27 1.685, P35 1.926, N37 1.498
27 C -2.4575 -1.3132 -0.4376  C26 1.685, O28 1.468, H70 1.194, H71 1.193
28 O -1.0127 -1.3998 -0.6846  C27 1.468, C29 1.495
29 C -0.4000 -1.6786 0.6505  O28 1.495, C30 1.664, C34 1.667
30 C -0.8134 -2.9921 1.5855  C29 1.664, C31 1.665, H72 1.194
31 C -0.0614 -3.2275 3.0519  C30 1.665, C32 1.654, H73 1.186
32 C 1.0863 -2.1664 3.5914  C31 1.654, C33 1.643, H74 1.183
33 C 1.5128 -0.8866 2.6536  C32 1.643, C34 1.642, H75 1.188
34 C 0.7746 -0.6360 1.2083  C29 1.667, C33 1.642, H76 1.176
35 P -2.2985 -0.8395 -3.2063  C26 1.926, N36 1.613, H77 1.470, H78 1.471
36 N -2.8458 -0.1348 -4.5499  P35 1.613, H79 1.041
37 N -4.6543 -0.9626 -1.5111  C9 1.497, C26 1.498, C38 1.475
38 C -5.5409 -0.8187 -2.6810  N37 1.475, I39 2.187, C40 1.677, H80 1.181
39 I -6.4579 1.1361 -3.0299  C38 2.187
40 C -6.8341 -1.8555 -2.4242  C38 1.677, C41 1.672, H81 1.170, H82 1.188
41 C -7.7499 -1.9981 -3.8153  C40 1.672, H83 1.194, H84 1.173, H85 1.193
42 H -6.2836 1.3260 3.9238  C1 1.170
43 H -4.7075 1.5379 4.9378  C1 1.194
44 H -6.1814 0.4514 5.6020  C1 1.192
45 H -3.9890 -0.2748 3.1530  C2 1.171
46 H -4.1947 -1.0662 4.8518  C2 1.194
47 H -7.2684 0.6435 2.1012  O5 1.007
48 H -5.0886 -3.3823 -0.5479  C7 1.176
49 H -6.7047 -3.4618 0.4214  C7 1.193
50 H -5.5275 -4.1108 2.3429  N8 1.049
51 H -4.0787 -3.3284 1.9508  N8 1.046
52 H -6.2761 1.2572 0.0441  N10 1.048
53 H -4.6846 2.7437 -0.4330  C11 1.194
54 H -2.0575 1.1485 -0.4512  C13 1.196
55 H -3.6264 2.2797 -3.1057  C14 1.167
56 H -2.9971 3.3247 -1.6798  C14 1.195
57 H 0.7243 1.3936 -1.2575  C17 1.185
58 H 3.8821 3.5126 0.3048  C19 1.189
59 H 2.6553 2.4146 1.3925  C19 1.170
60 H 3.3530 1.8229 -0.3381  C19 1.194
61 H 2.4093 5.7939 0.0626  C20 1.180
62 H 0.2742 6.9752 -1.3854  C21 1.190
63 H -1.4650 6.7393 -3.2977  C23 1.194
64 H -3.2983 7.2598 -1.8895  C24 1.188
65 H -2.9502 5.6689 -0.9418  C24 1.193
66 H -4.2343 5.5942 -2.3867  C24 1.170
67 H -3.2843 4.2002 -4.2088  C25 1.193
68 H -1.5363 4.4931 -5.0226  C25 1.173
69 H -2.9068 5.8470 -5.0456  C25 1.194
70 H -2.5778 -0.7923 0.6301  C27 1.194
71 H -2.9692 -2.3824 -0.3030  C27 1.193
72 H -1.6520 -3.7351 1.1734  C30 1.194
73 H -0.3666 -4.1659 3.7092  C31 1.186
74 H 1.6031 -2.3233 4.6439  C32 1.183
75 H 2.3523 -0.1123 2.9803  C33 1.188
76 H 1.1276 0.2937 0.5803  C34 1.176
77 H -2.3189 -2.3069 -3.2851  P35 1.470
78 H -0.8912 -0.4277 -3.0949  P35 1.471
79 H -3.6602 0.4550 -4.2792  N36 1.041
80 H -5.1098 -1.1782 -3.7197  C38 1.181
81 H -7.5013 -1.5296 -1.5200  C40 1.170
82 H -6.3322 -2.9241 -2.2892  C40 1.188
83 H -7.6422 -3.1093 -4.2375  C41 1.194
84 H -7.3810 -1.2916 -4.6762  C41 1.173
85 H -8.9127 -1.8729 -3.5790  C41 1.193
86 C 5.3063 -6.1096 -1.7438  O87 1.421, H95 1.093, H96 1.094, H97 1.094
87 O 3.9886 -5.9616 -1.2321  C86 1.421, C88 1.433
88 C 3.8948 -4.9247 -0.2471  O87 1.433, C89 1.536, H98 1.097, H99 1.095
89 C 2.9468 -3.8229 -0.7444  C88 1.536, N90 1.468, H100 1.095, H101 1.095
90 N 3.5467 -3.0866 -1.8633  C89 1.468, C91 1.467, H102 1.018
91 C 2.6105 -2.1708 -2.5239  N90 1.467, C92 1.542, H103 1.096, H104 1.097
92 C 1.4400 -2.8084 -3.2984  C91 1.542, O93 1.429, H105 1.096, H106 1.096
93 O 1.8527 -3.5487 -4.4488  C92 1.429, C94 1.421
94 C 2.1279 -4.9201 -4.1956  O93 1.421, H107 1.094, H108 1.091, H109 1.094
95 H 5.3077 -6.9464 -2.4475  C86 1.093
96 H 5.6148 -5.2071 -2.2787  C86 1.094
97 H 6.0115 -6.3305 -0.9368  C86 1.094
98 H 4.8765 -4.5142 0.0199  C88 1.097
99 H 3.4688 -5.3787 0.6539  C88 1.095
100 H 2.7363 -3.1298 0.0769  C89 1.095
101 H 2.0086 -4.2979 -1.0493  C89 1.095
102 H 3.8893 -3.7536 -2.5520  N90 1.018
103 H 3.2013 -1.5800 -3.2330  C91 1.096
104 H 2.2136 -1.4659 -1.7838  C91 1.097
105 H 0.8220 -1.9879 -3.6805  C92 1.096
106 H 0.7826 -3.4052 -2.6552  C92 1.096
107 H 1.4865 -5.3371 -3.4132  C94 1.094
108 H 3.1791 -5.0537 -3.9369  C94 1.091
109 H 1.9463 -5.4761 -5.1203  C94 1.094
110 C 8.4096 3.5192 1.4826  O111 1.421, H119 1.093, H120 1.094, H121 1.094
111 O 8.8038 2.3844 2.2423  C110 1.421, C112 1.433
112 C 9.1606 2.7216 3.5888  O111 1.433, C113 1.536, H122 1.097, H123 1.095
113 C 8.2037 2.0242 4.5676  C112 1.536, N114 1.468, H124 1.095, H125 1.095
114 N 6.8593 2.6069 4.4848  C113 1.468, C115 1.467, H126 1.018
115 C 5.8502 1.8465 5.2297  N114 1.467, C116 1.542, H127 1.096, H128 1.097
116 C 5.5013 0.4424 4.6978  C115 1.542, O117 1.429, H129 1.096, H130 1.096
117 O 4.8508 0.4594 3.4256  C116 1.429, C118 1.421
118 C 5.7356 0.4069 2.3142  O117 1.421, H131 1.094, H132 1.091, H133 1.094
119 H 8.2024 3.1910 0.4604  C110 1.093
120 H 7.4986 3.9611 1.8956  C110 1.094
121 H 9.2117 4.2630 1.4549  C110 1.094
122 H 9.1796 3.8058 3.7554  C112 1.097
123 H 10.1747 2.3426 3.7541  C112 1.095
124 H 8.5867 2.1349 5.5877  C113 1.095
125 H 8.1824 0.9587 4.3166  C113 1.095
126 H 6.5776 2.6501 3.5074  N114 1.018
127 H 4.9346 2.4486 5.2167  C115 1.096
128 H 6.1592 1.7697 6.2790  C115 1.097
129 H 4.7771 0.0050 5.3945  C116 1.096
130 H 6.3632 -0.2352 4.6957  C116 1.096
131 H 6.6313 -0.1866 2.5213  C118 1.094
132 H 6.0113 1.4150 2.0020  C118 1.091
133 H 5.2014 -0.0583 1.4803  C118 1.094

Results
LUMO level: -5.0 eV
E_HOMO: -10.109 eV
net charge: +1
orbital gap: 5.152 eV
spin multiplicity: 1

Löwdin atomic charge list, values in e, 6 entries: C -0.090; C -0.222; O -0.040; B -0.397; O 0.059; N 0.159